{"formula": "C41H33N5O5PSSc", "method": "ωB97M-V with the def2-TZVPD basis set", "total_charge": -2, "orbital_gap_ha": 0.246, "e_lumo_ev": 4.4092, "relative_energy_ev": 0.000, "elements": ["Sc", "C", "O", "C", "C", "C", "C", "C", "C", "N", "N", "C", "O", "C", "C", "C", "C", "C", "C", "C", "O", "H", "H", "H", "H", "H", "H", "H", "H", "H", "H", "H", "H", "C", "C", "C", "C", "C", "C", "P", "C", "C", "C", "C", "C", "C", "C", "C", "C", "C", "C", "C", "C", "C", "C", "C", "H", "H", "H", "H", "H", "H", "H", "H", "H", "H", "H", "H", "H", "H", "H", "H", "O", "N", "O", "S", "C", "N", "C", "C", "C", "N", "H", "H", "H", "H", "H"], "xyz": [[-0.3323, -1.4362, 0.2729], [-3.6733, -1.3490, 3.0636], [-3.4711, -0.0230, 3.5728], [-2.2026, 0.4185, 3.8298], [-2.0641, 1.3222, 4.8600], [-0.8271, 1.9039, 5.1637], [0.2762, 1.5376, 4.4244], [0.1647, 0.6253, 3.3658], [1.3790, 0.2335, 2.6641], [1.4146, -0.5122, 1.6310], [2.6930, -0.8214, 1.1684], [2.5909, -1.9029, 0.4462], [1.5298, -2.5906, 0.2674], [3.8475, -2.3770, -0.2220], [3.8766, -3.6669, -0.7349], [5.0058, -4.1450, -1.3866], [6.1191, -3.3267, -1.5354], [6.0933, -2.0347, -1.0208], [4.9655, -1.5619, -0.3634], [-1.0864, 0.0632, 3.0182], [-1.2438, -0.7056, 1.9972], [-4.7157, -1.5769, 3.2857], [-3.4872, -1.4103, 1.9962], [-3.0259, -2.0677, 3.5679], [-2.9577, 1.5846, 5.4156], [-0.7457, 2.6263, 5.9660], [1.2532, 1.9570, 4.6457], [2.3332, 0.5805, 3.0688], [2.9890, -4.2731, -0.6101], [5.0162, -5.1542, -1.7835], [6.9997, -3.6912, -2.0519], [6.9546, -1.3879, -1.1429], [4.9216, -0.5564, 0.0338], [-2.8994, 4.8011, 2.6233], [-1.7235, 5.2216, 2.0209], [-0.9825, 4.3452, 1.2317], [-1.4062, 3.0355, 1.0270], [-2.5923, 2.6255, 1.6454], [-3.3314, 3.4927, 2.4308], [-0.5524, 1.7111, 0.0412], [0.9477, 2.5894, -0.5382], [1.2601, 2.8387, -1.8699], [2.4802, 3.4070, -2.2184], [3.4119, 3.7304, -1.2419], [3.1217, 3.4651, 0.0915], [1.9059, 2.8923, 0.4323], [-1.7000, 1.7323, -1.3989], [-1.9502, 2.9133, -2.0479], [-2.8993, 2.9967, -3.0861], [-3.6135, 1.8841, -3.4243], [-3.4053, 0.6508, -2.7578], [-4.2141, -0.4685, -3.0850], [-4.0494, -1.6358, -2.4039], [-3.0392, -1.7450, -1.4168], [-2.1810, -0.7264, -1.0686], [-2.4137, 0.5331, -1.7368], [-3.4691, 5.4797, 3.2475], [-1.3727, 6.2378, 2.1639], [-0.0706, 4.6981, 0.7663], [-2.9306, 1.6008, 1.5173], [-4.2351, 3.1362, 2.9107], [0.5583, 2.5573, -2.6442], [2.7086, 3.5757, -3.2642], [4.3663, 4.1640, -1.5173], [3.8488, 3.6833, 0.8648], [1.6989, 2.6641, 1.4733], [-1.4200, 3.8113, -1.7449], [-3.0746, 3.9421, -3.5872], [-4.3704, 1.9286, -4.2024], [-4.9627, -0.3667, -3.8649], [-4.6727, -2.4952, -2.6325], [-2.9217, -2.7133, -0.9385], [1.9995, -1.3636, -2.6232], [1.4458, -0.3199, -2.3339], [0.6836, -0.3527, -1.2953], [-2.2708, -5.8720, 1.6118], [-1.6755, -4.3676, 1.2671], [-1.2640, -3.3056, 1.0267], [1.5106, -5.7285, -2.9101], [1.2930, -4.2712, -3.3151], [0.3411, -3.6045, -2.4261], [-0.3562, -3.1239, -1.6574], [2.2091, -6.2067, -3.5985], [0.5731, -6.2841, -2.9191], [1.9204, -5.7905, -1.9033], [0.9298, -4.1948, -4.3411], [2.2150, -3.6903, -3.2538]], "atomic_forces_ev_per_a": [[0.1, 0.3, 0.3], [0.1, 0.1, 0.1], [-0.1, 0.0, -0.1], [0.1, 0.0, 0.2], [0.0, 0.0, 0.0], [0.0, 0.0, -0.1], [-0.1, 0.0, 0.0], [0.3, 0.0, 0.0], [-0.2, 0.1, 0.1], [0.0, 0.0, -0.2], [-0.2, 0.1, 0.1], [0.1, -0.2, -0.2], [0.1, 0.0, 0.0], [-0.1, -0.1, 0.1], [0.1, -0.1, -0.1], [0.0, 0.0, 0.0], [-0.1, 0.0, 0.0], [0.0, 0.0, 0.0], [0.0, 0.0, 0.0], [0.0, 0.0, -0.3], [-0.1, -0.2, 0.0], [0.0, 0.0, 0.0], [0.0, 0.0, -0.1], [0.0, 0.0, 0.0], [0.0, 0.0, 0.0], [0.0, 0.0, 0.0], [0.0, 0.0, 0.0], [0.0, 0.0, 0.1], [0.0, 0.0, 0.0], [0.0, 0.0, 0.0], [0.0, 0.0, 0.0], [0.0, 0.0, 0.0], [0.0, 0.0, 0.0], [0.0, -0.1, 0.0], [0.0, 0.0, 0.0], [0.0, 0.1, 0.0], [0.0, -0.1, 0.0], [0.0, -0.1, -0.1], [0.0, 0.1, 0.0], [-0.2, 0.1, 0.0], [0.0, 0.0, 0.1], [0.0, 0.0, -0.1], [0.0, 0.0, 0.0], [-0.1, 0.0, 0.0], [-0.1, 0.0, -0.1], [0.0, 0.0, 0.1], [0.1, -0.1, 0.0], [-0.1, 0.1, -0.1], [0.0, 0.0, 0.1], [0.0, -0.1, 0.0], [-0.1, 0.0, -0.1], [0.0, 0.1, 0.0], [0.1, 0.0, 0.1], [-0.2, -0.1, 0.0], [0.2, 0.3, 0.2], [0.0, -0.1, 0.0], [0.0, 0.0, 0.0], [0.0, 0.0, 0.0], [0.0, 0.0, 0.0], [0.0, 0.0, 0.0], [0.0, 0.0, 0.0], [0.0, 0.0, 0.0], [0.0, 0.0, 0.0], [0.0, 0.0, 0.0], [0.0, 0.0, 0.0], [0.0, 0.0, 0.0], [0.0, 0.0, 0.0], [0.0, 0.0, 0.0], [0.0, 0.0, 0.0], [0.0, 0.0, 0.0], [0.0, 0.0, 0.0], [0.0, 0.0, 0.0], [0.1, -0.1, 0.0], [-0.3, 0.2, 0.3], [0.4, 0.1, -0.5], [0.1, 0.3, -0.1], [-0.2, -0.4, 0.1], [-0.1, -0.2, 0.0], [0.0, 0.0, 0.0], [-0.1, 0.1, 0.1], [0.1, -0.2, 0.0], [0.0, 0.1, -0.1], [0.0, 0.0, 0.0], [0.0, 0.0, 0.0], [0.0, 0.0, 0.0], [0.0, 0.0, 0.0], [0.0, 0.0, 0.0]]}